Molecular formula: C26H43N2O19PS
Method: DFT, ωB97M-V/def2-TZVPD

Cartesian coordinates (Å):
C  1.9741  3.1064  0.8742
C  3.4905  3.3779  0.6736
C  3.7622  4.5630  1.6593
P  5.4632  4.6170  2.3838
O  5.4030  4.8524  3.8324
O  6.3215  5.7917  1.7082
O  6.1413  3.1762  2.1210
N  3.3886  5.7100  0.8533
C  4.0141  5.5592  -0.3860
O  4.4622  6.4177  -1.0948
C  3.9296  4.0471  -0.6541
S  5.5001  3.2712  -1.2119
C  2.9420  3.9007  -1.8328
N  2.7188  2.4885  -2.2012
H  1.8686  2.6976  1.8808
H  1.4365  4.0529  0.8710
H  1.5485  2.3765  0.1912
H  4.0019  2.4545  0.8916
H  3.1537  4.4246  2.5519
H  6.4736  5.6619  0.7594
H  6.5004  2.9453  2.9912
H  3.5513  6.6162  1.2788
H  5.0446  2.0145  -1.3470
H  1.9886  4.3655  -1.5702
H  3.3657  4.4447  -2.6794
H  1.7284  2.3919  -2.4044
H  3.1623  2.3190  -3.0973
C  -4.0962  1.9508  -2.9779
C  -2.7478  2.6037  -3.1082
C  -1.5689  1.6671  -3.2647
O  -0.4941  2.4637  -2.7121
C  -1.0448  3.3076  -1.8007
O  -0.4280  3.9589  -1.0195
O  -2.3891  3.2892  -1.8902
H  -4.8428  2.6894  -2.6848
H  -4.4009  1.4975  -3.9170
H  -4.0855  1.1780  -2.2087
H  -2.7664  3.3440  -3.9136
H  -1.3590  1.4016  -4.2973
H  -1.6587  0.7654  -2.6711
C  4.1663  -3.0162  0.6402
C  3.5201  -1.6580  0.5346
C  4.3554  -0.5082  1.0294
O  3.3532  0.4440  1.4139
C  2.2409  -0.2557  1.7546
O  1.2831  0.2144  2.2758
O  2.3682  -1.5591  1.3917
H  3.4395  -3.8016  0.4338
H  4.9889  -3.1047  -0.0693
H  4.5494  -3.1881  1.6469
H  3.1810  -1.4778  -0.4902
H  5.0034  -0.0929  0.2604
H  4.9529  -0.7534  1.9103
C  -0.5830  -2.3211  1.2469
C  -1.6545  -1.8474  0.3024
C  -2.9663  -1.4812  0.9489
O  -3.9006  -1.7044  -0.1221
C  -3.3684  -2.6500  -0.9329
O  -3.9505  -3.1877  -1.8205
O  -2.0784  -2.8932  -0.6009
H  0.2547  -2.7333  0.6881
H  -0.2249  -1.4966  1.8569
H  -0.9509  -3.1103  1.9036
H  -1.2763  -1.0225  -0.3116
H  -3.0083  -0.4480  1.2842
H  -3.2234  -2.1438  1.7784
C  -1.7956  -4.3895  -4.4371
C  -2.1065  -2.9316  -4.6588
C  -1.7516  -2.0226  -3.5096
O  -2.6834  -0.9389  -3.6802
C  -3.7802  -1.4589  -4.3145
O  -4.8090  -0.8872  -4.4573
O  -3.5234  -2.7087  -4.7587
H  -2.2435  -4.9971  -5.2227
H  -0.7182  -4.5554  -4.4363
H  -2.2070  -4.7335  -3.4870
H  -1.6511  -2.5832  -5.5912
H  -0.7269  -1.6557  -3.5511
H  -1.9334  -2.4836  -2.5362
C  -5.8700  -3.8840  6.2306
C  -5.0673  -3.8640  4.9549
C  -4.8743  -5.2080  4.2945
O  -3.6426  -5.0165  3.5857
C  -2.9328  -4.0733  4.2542
O  -1.7960  -3.8059  4.0362
O  -3.7009  -3.4808  5.2011
H  -5.8079  -2.9202  6.7347
H  -6.9167  -4.1028  6.0205
H  -5.4847  -4.6351  6.9215
H  -5.4915  -3.1400  4.2530
H  -5.6751  -5.4707  3.6077
H  -4.7350  -6.0167  5.0157

Results
* energy: -89670.8265 eV
* structure (SMILES): C[C@@H]1[C@@H](P(=O)(O)O)NC(=O)[C@]1(S)CN.C[C@@H]1COC(=O)O1.C[C@@H]1COC(=O)O1.C[C@@H]1COC(=O)O1.C[C@@H]1COC(=O)O1.C[C@@H]1COC(=O)O1
* charge: 0
* E_HOMO: -9.05 eV
* spin multiplicity: 1

Atom charges from the Löwdin analysis, given in e for atoms 1 to 6:
1 C -0.05
2 C -0.30
3 C -0.29
4 P 0.47
5 O -0.28
6 O -0.11